# 1
ORCA calculation (ωB97M-V/def2-TZVPD) on C15H23F3NO2PRu as an isolated structure.

Computed properties:
Expectation value of S²   6.06
HOMO level (alpha / beta)   -0.550 / -0.587 hartree
Energy above the lowest of the compared OMol25 structures with the same formula, charge and spin   39.3 kcal per mole
Net charge   +2
Multiplicity   5

Geometry (Å):
C -1.37158 -3.63882 0.16606
C -0.66736 -3.23530 1.28917
C -0.14023 -1.94957 1.35601
C -0.21798 -1.09715 0.24363
C -0.89754 -1.51390 -0.91020
C -1.50017 -2.78686 -0.93895
C 0.54124 -1.47035 2.60216
C 1.19589 -0.09297 2.38593
N 2.45000 -0.15851 0.25688
Ru 0.71019 0.67375 0.40644
C -1.05675 -0.59760 -2.07587
P -0.33736 1.19563 -1.72771
H -0.52108 -3.89537 2.13705
H -2.06269 -3.04812 -1.84065
H -1.84566 -4.61583 0.12103
H -2.13066 -0.50087 -2.30887
H -0.57391 -1.01668 -2.97966
H -0.15406 -1.41936 3.46202
H 1.32677 -2.19076 2.90987
H 0.57472 0.76268 2.76509
C -2.00988 1.97522 -1.91064
C 0.44427 1.27749 -3.41481
H 2.16417 -0.09750 2.91752
C 3.43538 0.82967 0.85601
C 2.88653 -0.62756 -1.09971
H 0.06930 2.62038 -1.50486
H 4.38228 0.75887 0.30394
H 2.99473 1.83970 0.70571
H 3.54000 0.60813 1.92025
H 3.89540 -1.03660 -1.05526
H 2.15492 -1.37256 -1.44101
H 2.78498 0.25039 -1.74532
H -0.20660 0.84431 -4.18923
H 0.60832 2.33448 -3.66573
H 1.41464 0.76559 -3.44041
H -2.74513 1.30756 -2.37116
H -2.33695 2.25873 -0.90947
H -1.90458 2.86889 -2.53030
H 2.60183 -1.00151 0.84034
F -2.74768 3.66222 1.88100
C -3.01261 2.34231 2.10145
F -3.71246 2.23767 3.24784
F -3.82617 1.92177 1.07628
C -1.70038 1.50961 2.07780
O -1.45520 0.75586 3.02291
O -1.04088 1.76283 1.00744

Forces on the atoms, in the same order (eV/Å):
-0.4123 -0.3690 -0.4931
-1.1125 -1.7547 -0.5264
0.9258 1.9636 0.7424
0.3639 0.3399 -0.0442
0.7602 1.9610 0.0521
-0.4588 -1.3714 0.5936
0.4456 0.5248 -0.5059
-1.1549 0.2610 0.9020
3.6918 -2.3911 -0.3566
-3.1515 0.4065 3.3259
0.2756 -1.0291 0.7761
-1.1980 0.5980 -3.3970
-0.1479 -0.1035 -0.0811
0.1517 -0.2444 0.4292
0.1791 0.1098 0.1030
0.3855 0.0008 0.0511
-0.0807 0.1260 0.3723
-0.0433 -0.1015 -0.3376
-0.4603 -0.0187 -0.1734
0.3249 -0.7122 0.0069
-0.1389 0.0221 0.0186
-0.0468 0.3883 0.0108
-0.3540 0.3393 -0.7092
-0.4505 0.4165 -0.6820
-0.9810 0.6804 -0.2238
0.7015 -0.1118 0.9101
-0.2669 0.1501 0.2937
0.5278 -0.2354 0.2013
0.2299 0.3248 -0.4767
-0.0660 0.1075 -0.1561
0.3853 0.0447 0.0886
0.5213 -0.3009 -0.1851
0.1792 0.0878 0.3437
0.0369 -0.3136 0.0233
-0.2469 0.0632 0.0030
0.2036 0.2457 0.1120
-0.0770 0.0605 -0.1620
-0.0017 -0.0277 0.1420
-0.5782 0.6494 -0.3485
-0.1065 -1.2660 0.2012
-1.4131 1.0760 0.1763
0.9884 -0.0702 -1.1997
0.7604 0.1782 0.7347
-1.0922 -0.6073 2.5363
-0.2053 0.9514 -1.9284
2.2065 -1.0490 -1.1633

# 2
ORCA calculation (ωB97M-V/def2-TZVPD) on C22H35Cl2F5N6O4PbTe as an isolated structure.

Computed properties:
HOMO level   -0.518 hartree
Energy above the lowest of the compared OMol25 structures with the same formula, charge and spin   7.3 kcal per mole
Net charge   +2

Geometry (Å):
Pb 1.81330 0.02193 -1.55010
C -5.44313 -0.99015 -3.32750
O -4.70540 -2.20156 -3.46376
C -3.52404 -2.32160 -2.86530
C -2.85541 -3.53487 -3.06331
C -1.63466 -3.73120 -2.47785
C -1.00465 -2.74752 -1.69062
C 0.31690 -3.01345 -1.11533
C 0.83662 -4.41690 -1.06152
O 1.03910 -2.10959 -0.67130
C -1.71015 -1.54713 -1.50645
O -1.09788 -0.60682 -0.67681
C -2.95101 -1.32294 -2.06941
H -6.34632 -1.12720 -3.91182
H -4.87727 -0.14540 -3.72520
H -5.71047 -0.81612 -2.28268
H -3.32106 -4.29257 -3.67697
H -1.12838 -4.67185 -2.64151
H 0.08398 -5.12016 -0.70819
H 1.71613 -4.44062 -0.42394
H 1.13790 -4.72733 -2.06595
H -3.46278 -0.39054 -1.90263
C 2.07446 3.98315 1.14745
N 2.08198 2.73220 1.89640
C 2.89793 2.62891 3.11491
C 3.31528 1.15859 3.13164
N 2.42079 0.56772 2.14215
C 2.24223 -0.86502 2.11929
C 1.82655 1.50164 1.39294
N 1.04764 1.22667 0.33435
C 0.00904 2.22028 0.04585
C -1.09657 1.73902 -0.88795
N -1.84786 0.55121 -0.46749
C -2.57900 0.54156 0.69072
N -3.58140 1.39918 0.86568
C -4.16474 2.29568 -0.11789
C -4.13747 1.23730 2.21748
C -3.59039 -0.13259 2.62266
N -2.45253 -0.30172 1.70173
C -1.40138 -1.27897 1.96018
H 2.87229 4.61365 1.53234
H 1.13368 4.52316 1.25905
H 2.28551 3.80611 0.09574
H 2.31461 2.90943 3.99268
H 3.75292 3.29826 3.04339
H 3.15760 0.69171 4.10284
H 4.35553 1.00309 2.83729
H 1.77787 -1.19377 3.05308
H 3.20736 -1.35785 2.01795
H 1.62891 -1.16389 1.27851
H 0.38841 3.12501 -0.43896
H -0.45284 2.55045 0.98494
H -0.73413 1.50738 -1.89018
H -1.80217 2.55971 -1.00783
H -3.94042 1.94039 -1.12159
H -3.79857 3.31671 -0.00073
H -5.24492 2.29900 0.01472
H -5.22374 1.26329 2.17766
H -3.78848 2.04014 2.86898
H -4.31219 -0.93751 2.47304
H -3.24039 -0.15819 3.65134
H -1.64702 -2.24647 1.52056
H -1.31849 -1.39196 3.03907
H -0.45772 -0.92262 1.56414
Cl 5.14034 2.58865 0.26764
C 5.13916 2.55539 -1.49138
Cl 3.49495 2.75337 -2.18187
H 5.51802 1.60106 -1.82955
H 5.72582 3.38787 -1.85936
F 5.55699 -0.55675 -2.25668
Te 4.82089 -1.67402 -0.96419
F 6.08442 -1.13061 0.25785
F 5.97413 -2.97022 -1.55028
F 3.60635 -2.27567 -2.26539
F 4.15109 -2.92537 0.22742
O 3.63832 -0.38014 -0.43419

Forces on the atoms, in the same order (eV/Å):
-0.0483 0.0083 0.0468
-0.0004 -0.0019 0.0020
0.0072 0.0040 -0.0019
-0.0125 0.0045 0.0058
0.0095 -0.0156 -0.0008
-0.0047 0.0081 0.0024
0.0042 0.0023 0.0143
0.0270 -0.0321 0.0075
0.0023 -0.0037 -0.0002
-0.0009 0.0404 -0.0397
-0.0075 0.0082 -0.0017
0.0052 0.0063 -0.0470
0.0123 0.0001 0.0027
0.0008 -0.0004 -0.0010
-0.0003 0.0001 -0.0018
0.0025 0.0001 -0.0017
0.0030 -0.0008 -0.0009
0.0013 -0.0025 -0.0015
0.0059 -0.0034 0.0029
0.0016 0.0000 0.0021
0.0017 0.0036 -0.0009
-0.0027 0.0028 -0.0055
-0.0010 -0.0027 0.0103
0.0483 0.0159 -0.0223
0.0093 0.0050 0.0046
-0.0051 0.0044 0.0076
0.0158 0.0019 -0.0185
-0.0055 -0.0157 0.0087
-0.0293 -0.0114 0.0204
-0.0315 0.0148 -0.0031
-0.0024 -0.0009 -0.0090
-0.0071 0.0073 -0.0043
0.0081 0.0035 0.0306
-0.0019 0.0042 -0.0261
-0.0037 -0.0008 -0.0034
0.0088 0.0056 0.0045
-0.0054 -0.0050 -0.0087
0.0086 0.0067 0.0035
-0.0073 -0.0033 0.0233
0.0191 -0.0073 0.0106
0.0032 -0.0016 0.0086
0.0051 0.0041 -0.0026
-0.0004 0.0009 0.0070
-0.0075 -0.0047 -0.0013
-0.0011 0.0018 0.0041
-0.0023 -0.0008 -0.0005
0.0004 -0.0003 -0.0002
0.0006 0.0008 -0.0007
0.0011 0.0032 -0.0032
0.0019 0.0020 -0.0005
-0.0110 -0.0073 -0.0025
0.0084 0.0042 0.0017
0.0056 -0.0072 0.0032
0.0006 -0.0037 -0.0091
-0.0056 -0.0035 -0.0014
-0.0003 0.0014 -0.0011
0.0010 -0.0021 0.0013
0.0000 -0.0025 0.0002
-0.0012 0.0004 0.0006
-0.0004 -0.0007 0.0002
0.0014 0.0003 -0.0008
0.0028 0.0002 -0.0019
-0.0057 -0.0050 0.0012
-0.0079 -0.0070 0.0174
-0.0260 0.0086 0.0092
0.0197 0.0447 -0.0354
0.0094 -0.0450 0.0350
0.0080 -0.0157 -0.0021
0.0026 -0.0006 0.0018
0.0291 -0.0365 -0.0013
0.0056 0.0499 -0.0212
0.0016 -0.0218 0.0274
-0.0168 0.0013 0.0022
-0.0337 -0.0092 -0.0014
0.0060 0.0088 -0.0118
-0.0195 -0.0080 -0.0329

# 3
ORCA calculation (ωB97M-V/def2-TZVPD) on C27H43MnN4O2Sb as an isolated structure.

Computed properties:
Expectation value of S²   8.75
HOMO level (alpha / beta)   -0.253 / -0.255 hartree
Multiplicity   6

Geometry (Å):
Mn -1.21836 0.43310 -0.70972
O -1.71856 -0.97995 -2.23213
C -1.11053 -1.30338 -3.34017
C -1.67032 -2.34623 -4.16450
C -1.04699 -2.80191 -5.32087
C 0.15539 -2.22086 -5.63402
C 0.70681 -1.16037 -4.90993
C 0.08697 -0.67240 -3.74048
C 0.78204 0.38497 -3.14797
N 0.56199 0.81314 -2.00830
N 1.45066 1.77520 -1.48013
C 1.05659 2.15729 -0.26731
O 0.04028 1.74466 0.39019
C 1.96400 3.23626 0.32036
C 3.13196 3.56651 -0.28091
C 3.93263 4.48551 0.40955
C 3.52725 5.16162 1.55656
C 2.38543 4.71964 2.13611
C 1.56565 3.81182 1.53506
H -2.64083 -2.73230 -3.76282
H -1.37476 -3.54847 -6.02755
H 0.54510 -2.54981 -6.58730
H 1.63785 -0.72668 -5.21888
H 1.68306 0.83174 -3.67333
H 3.47512 3.08738 -1.16103
H 4.91417 4.69600 -0.05932
H 4.14266 6.02373 1.91594
H 2.06231 5.15258 3.10526
H 0.65216 3.46907 2.07579
N -2.23164 2.55922 -1.69263
C -3.18195 3.56182 -1.14220
C -4.16832 2.81010 -0.24359
C -3.52227 2.20797 0.98680
C -3.66170 0.68931 1.27095
N -3.21544 -0.07295 0.10428
H -1.46148 2.98999 -2.17386
H -2.68646 2.06686 -2.41169
H -3.68303 4.10529 -1.94536
H -2.57501 4.22605 -0.56701
H -4.76890 2.09840 -0.74556
H -4.91261 3.57185 0.02934
H -3.91339 2.69477 1.91172
H -2.47359 2.44547 1.05247
H -4.67659 0.40760 1.53604
H -3.04350 0.39128 2.12047
H -3.87117 0.10560 -0.62886
H -3.13654 -1.07118 0.28662
C 2.81801 -0.60213 0.00630
C 2.33429 -1.81855 0.69455
C 3.16721 -2.16060 1.91220
Sb 0.13986 -1.69202 1.07239
C -0.26922 -3.82215 0.85213
C 0.83703 -4.65632 1.40491
C -0.54534 -3.99898 -0.67379
C -0.22623 -1.24848 3.14059
C 0.21513 -2.25374 4.22888
C 0.29638 0.15909 3.48968
H 3.85284 -0.71744 -0.32951
H 2.85396 0.22352 0.73097
H 2.16986 -0.26019 -0.84636
H 2.39268 -2.57354 -0.14330
H 2.99664 -1.49650 2.78386
H 4.19418 -2.08951 1.61413
H 2.96222 -3.17011 2.23789
H -1.21207 -3.99601 1.33897
H 1.77143 -4.55708 0.78794
H 0.70208 -5.72948 1.43935
H 1.01157 -4.43039 2.40671
H 0.37033 -3.71088 -1.18900
H -1.36430 -3.32333 -0.96479
H -0.80643 -5.05538 -0.87470
H -1.31395 -1.10283 3.28909
H 1.24155 -2.68947 4.13766
H -0.46554 -3.11047 4.09899
H 0.05535 -1.85484 5.21456
H 1.37474 0.15534 3.50367
H -0.08471 0.45488 4.46926
H 0.03433 0.83228 2.70067

Forces on the atoms, in the same order (eV/Å):
0.5618 -0.0639 -0.6292
-0.2487 0.4316 0.2812
-0.5881 -0.5336 0.2592
-0.8321 -0.0476 0.7354
-0.3609 0.7024 1.3753
1.1323 0.9691 -0.9113
-1.0238 -1.1771 -0.1995
-0.0533 -1.7670 -2.6481
2.4995 0.8847 -1.4101
-0.8235 1.6226 3.6129
-1.1649 0.0917 0.3033
0.9195 0.5205 -1.3025
-0.0114 -0.0073 0.0408
-2.8348 -1.5414 0.6465
1.3694 1.0971 1.5380
1.1291 0.4949 -1.5263
2.0696 0.4554 -1.0761
-1.5048 1.4044 2.3032
-0.5784 -1.2853 0.0745
0.9450 0.2029 -0.5957
-0.6525 -0.2150 0.3925
0.7119 0.1827 0.0704
0.2810 0.1961 -0.2101
-0.9452 -0.6179 0.2961
0.1186 -0.3150 -0.6466
-0.6351 0.1730 0.4469
-0.6242 -1.1156 0.0110
0.2120 -0.2255 -0.6850
0.7990 0.2363 -0.8301
0.2340 0.2883 0.7131
0.3103 -1.8504 -0.4995
-0.0765 1.8057 0.4996
-0.3160 -0.2864 2.2640
0.0939 0.3913 -0.2475
0.5278 0.0788 0.4663
0.5342 0.3684 0.0865
-0.8724 -0.9433 -1.1587
-0.1060 0.1008 0.1269
0.1139 0.6747 0.5422
-0.3718 -0.9351 -1.0840
0.0853 -0.1846 0.3211
0.0163 -0.1905 -0.6183
0.6450 0.0443 -0.4021
-0.3737 0.1503 0.0307
0.1104 0.2907 -0.0090
-0.2768 -0.4354 -0.7230
-0.3155 0.1484 -0.2128
-0.2739 2.0532 -0.3453
-1.1105 -1.0232 -0.6326
-0.6326 -0.0393 0.2307
0.2083 -0.0215 -0.6739
-0.5241 0.6329 -1.1748
1.1259 -0.8449 -1.7195
0.0784 -0.1244 1.1825
0.3835 0.5665 1.6534
-0.2387 -1.2900 -1.4406
0.2664 -0.9003 -0.3366
-0.0314 -0.1581 -0.1870
-0.0542 0.1725 -0.2359
0.9145 -0.5995 0.9285
-0.2042 -0.0580 1.2805
0.0540 -0.1368 -0.6219
0.8477 -0.0032 0.0840
0.0938 -0.2932 0.2053
-0.4020 -0.1626 0.6201
-0.6944 0.2358 0.7180
-0.7134 -0.4999 -0.4078
0.6748 0.7050 1.7143
-0.1051 -0.1453 -0.5009
0.3093 -0.3351 -0.2198
0.1687 0.4995 -0.1565
0.1697 -0.5922 -0.5769
-0.6580 0.7616 0.0219
0.2639 -0.0397 0.3880
0.0691 0.2421 0.5057
0.5438 0.0724 0.2581
0.0361 0.2005 -0.1191
-0.3952 0.8559 -0.2540

# 4
ORCA calculation (ωB97M-V/def2-TZVPD) on an isolated ion of composition C17H16N5O4 and charge +1.

Computed properties:
SMILES   Cn1c(-c2cccc([N+](=O)[O-])c2)cnc1[NH2+]Cc1cccc([N+](=O)[O-])c1
HOMO level   -0.453 hartree
Net charge   +1

Geometry (Å):
C -0.52418 -1.20693 1.83980
N 0.00298 0.10424 1.55407
C -0.65259 1.14396 0.93593
C -2.02670 1.08884 0.44133
C -3.11083 0.80520 1.27240
C -4.39981 0.78663 0.76444
C -4.62758 1.04545 -0.57598
C -3.54486 1.32985 -1.39617
N -3.75743 1.59581 -2.80966
O -4.89766 1.66901 -3.19403
O -2.76833 1.71767 -3.49638
C -2.25092 1.36105 -0.90299
C 0.25637 2.17398 0.85015
N 1.43525 1.80052 1.39555
C 1.25376 0.57454 1.79998
N 2.33106 -0.22029 2.36289
C 3.52839 -0.18781 1.44860
C 3.07639 -0.52596 0.05296
C 3.27190 0.34914 -1.01100
C 2.77801 0.04902 -2.27155
C 2.03366 -1.10084 -2.47867
C 1.82418 -1.95592 -1.40764
N 0.95036 -3.10537 -1.53478
O 0.74665 -3.55305 -2.62902
O 0.45778 -3.49741 -0.49263
C 2.36912 -1.69879 -0.15870
H -1.58312 -1.21810 1.58954
H -0.42200 -1.44593 2.89999
H -0.04135 -1.97770 1.23359
H -2.95125 0.62943 2.32618
H -5.22990 0.57284 1.41868
H -5.62196 1.03437 -0.99499
H -1.43371 1.59057 -1.56984
H 0.12279 3.15532 0.44687
H 2.60310 0.14933 3.28372
H 2.00089 -1.18785 2.47512
H 3.93472 0.82412 1.47266
H 4.27143 -0.89648 1.82150
H 3.81057 1.26984 -0.85215
H 2.95063 0.72888 -3.09012
H 1.60294 -1.33510 -3.44013
H 2.23125 -2.43608 0.62049

Forces on the atoms, in the same order (eV/Å):
-0.1814 -0.6398 0.0676
0.4968 0.3207 0.1316
0.1951 0.4404 -0.1042
-0.3655 -0.0965 -0.1140
-0.0013 0.0817 -0.0968
0.1060 -0.0402 0.0405
0.0875 0.0846 -0.3225
0.1068 -0.1710 1.0867
0.0016 0.0112 -0.1628
-0.3638 0.0359 -0.2005
0.2564 0.0807 -0.3346
-0.1055 -0.0248 -0.1239
-0.3362 -0.3937 0.0935
0.8573 -0.6152 0.5087
-0.7610 0.8876 -0.2790
-0.2315 0.0271 0.2380
0.6694 -0.0551 -0.7616
-0.0768 -0.1678 -0.1486
0.0129 -0.0774 0.0622
0.0366 -0.0189 0.1145
-0.1220 -0.3122 0.1062
0.6268 0.9024 0.1569
-0.0938 0.0223 0.1115
-0.0917 -0.2104 -0.3723
-0.2708 -0.4501 0.1865
0.0230 -0.0487 -0.1816
0.0989 -0.0238 0.0476
-0.0582 0.0434 -0.0009
0.0035 0.0832 -0.0028
0.0212 -0.0215 0.1117
-0.0883 -0.0112 0.0434
-0.0358 0.0009 -0.0129
0.0270 -0.0247 -0.0306
-0.1530 0.2286 -0.1269
-0.1465 -0.1880 -0.1135
0.1748 0.2221 0.1035
-0.1354 -0.1193 0.1777
-0.1420 0.0710 0.1608
0.0484 0.1512 0.0242
0.0017 0.0694 -0.0802
-0.0199 -0.0142 -0.0634
-0.0714 -0.0402 0.0604

It is found that the molar mass values, taken in the order of the records, are 438.39 948.26 632.37 354.35 g/mol.
It is found that the total energy values, taken in the order of the records, are -1525.6004 -3368.9071 -2815.3562 -1231.7323 a.u..